[1]
The following is a quantum chemistry calculation of a molecular structure, C21H27N6O7PS3Zn, from the Open Molecules 2025 dataset.

Calculated values
- Expectation value of S²: 0.7893
- E_tot: -4986.9803 hartree
- Max |F|: 3.12 eV/A
- Gap between HOMO and LUMO (alpha / beta): 0.1271 / 0.2345 Eh
- Net charge: -1
- 2S+1: 2

Geometry (Å):
Zn1 0.455 -0.302 0.931
S1 3.875 -0.232 4.135
S2 -1.602 -1.359 1.614
S3 -1.181 1.845 2.186
P1 -2.381 0.318 2.394
O1 -3.964 0.425 1.901
O2 4.942 0.492 -4.834
O3 1.262 1.284 0.060
O4 1.028 -1.591 -0.418
O5 5.039 -1.711 -5.156
O6 -4.680 3.522 -4.706
O7 -2.829 0.121 3.917
N1 -5.029 1.277 -4.935
N2 -0.643 1.523 -2.704
N3 1.362 0.896 4.008
N4 3.274 -1.268 1.851
N5 2.131 -0.585 2.307
N6 4.659 -0.674 -4.526
C1 -4.192 0.266 0.423
C2 -2.449 3.099 -3.218
C3 -2.018 0.179 5.154
C4 -3.162 2.009 -3.659
C5 3.177 -2.155 -3.238
C6 -1.137 2.757 -2.766
C7 3.787 -0.873 -3.410
C8 -1.498 0.527 -2.889
C9 1.860 -1.320 -1.419
C10 4.244 -1.145 2.719
C11 -4.343 2.337 -4.478
C12 -3.031 0.032 6.299
C13 2.255 0.060 3.467
C14 5.930 -2.494 1.316
C15 2.224 -2.377 -2.298
C16 3.412 0.209 -2.647
C17 -2.794 0.702 -3.338
C18 -5.517 -0.389 0.213
C19 2.356 0.030 -1.698
C20 5.493 -1.996 2.674
C21 2.094 1.152 -0.923
H1 -5.762 -0.340 -0.850
H2 -3.503 -0.979 6.364
H3 -1.143 -0.504 -2.764
H4 -0.426 3.507 -2.413
H5 -4.727 0.313 -4.733
H6 3.882 1.187 -2.826
H7 -5.778 1.386 -5.593
H8 -4.156 1.223 -0.080
H9 3.532 -2.969 -3.906
H10 6.471 -3.475 1.433
H11 6.305 -1.438 3.132
H12 2.666 2.021 -1.190
H13 -2.800 4.102 -3.314
H14 -6.373 0.075 0.807
H15 6.663 -1.871 0.774
H16 -3.414 -0.435 0.018
H17 0.554 1.168 3.447
H18 -3.355 -0.179 -3.610
H19 1.569 1.370 4.895
H20 1.765 -3.331 -2.169
H21 5.139 -2.655 0.586
H22 5.156 -2.769 3.373
H23 -5.446 -1.487 0.555
H24 -2.553 0.296 7.253
H25 -3.865 0.726 6.105
H26 -1.316 -0.659 5.259
H27 -1.494 1.126 5.138

---

[2]
The following is a quantum chemistry calculation of a molecular structure, C4H11NO3, from the Open Molecules 2025 dataset.

Calculated values
- E_tot: -439.2808 hartree
- Max |F|: 7.35 eV/A
- Gap between HOMO and LUMO: 0.3730 Eh
- 2S+1: 1

Geometry (Å):
O1 -2.550 0.169 0.111
O2 1.117 2.022 -0.024
O3 2.274 -0.630 0.209
N1 -0.229 0.127 1.381
C1 1.227 -1.121 -0.396
C2 0.042 1.233 -0.640
C3 -1.595 -0.674 -0.428
C4 -0.093 -0.142 -0.022
H1 0.812 1.928 1.097
H2 2.536 0.184 -0.270
H3 0.883 -0.277 1.885
H4 -1.075 1.748 -0.914
H5 1.333 -2.077 0.138
H6 -1.676 -1.673 -0.226
H7 0.508 1.068 -1.655
H8 -1.980 0.881 0.750
H9 -1.558 -0.609 -1.502
H10 1.059 -1.515 -1.398
H11 -1.037 -0.641 1.902

---

[3]
The following is a quantum chemistry calculation of a molecular structure, C33H77CoN2O8, from the Open Molecules 2025 dataset.

Calculated values
- Expectation value of S²: 3.7605
- E_tot: -3397.6661 hartree
- Max |F|: 2.00 eV/A
- Gap between HOMO and LUMO (alpha / beta): 0.2669 / 0.2660 Eh
- Net charge: -1
- 2S+1: 4

Geometry (Å):
Co1 -14.561 17.097 -3.305
O1 -15.019 16.051 -4.867
O2 -17.871 15.151 1.858
O3 -16.288 14.054 -1.942
O4 -7.133 16.631 -6.475
O5 -13.466 13.860 4.008
O6 -13.977 15.731 -1.949
O7 -14.605 20.399 2.357
O8 -13.645 18.704 -3.958
N1 -13.407 20.410 3.112
N2 -6.950 16.744 -5.075
C1 -12.252 19.027 1.477
C2 -12.093 21.506 1.272
C3 -16.158 12.687 -1.641
C4 -12.795 19.670 -3.458
C5 -14.969 12.108 -2.387
C6 -13.874 22.765 3.841
C7 -17.866 17.517 1.847
C8 -12.578 14.843 3.458
C9 -6.849 16.223 -2.283
C10 -11.398 14.122 2.803
C11 -5.588 16.162 -3.136
C12 -12.836 15.020 -5.021
C13 -15.684 16.239 1.551
C14 -8.862 18.218 -4.863
C15 -15.998 12.460 -0.127
C16 -12.210 21.292 5.028
C17 -13.518 21.333 4.235
C18 -5.877 15.874 -4.616
C19 -10.962 21.434 4.137
C20 -4.610 16.207 -5.408
C21 -13.072 15.419 -0.966
C22 -8.209 16.936 -4.347
C23 -12.196 15.791 4.586
C24 -12.222 20.335 2.272
C25 -9.184 15.765 -4.522
C26 -14.633 20.813 5.153
C27 -11.611 15.307 -1.375
C28 -17.060 16.271 2.203
C29 -14.023 15.654 -5.738
C30 -7.894 17.158 -2.856
C31 -12.071 19.269 -2.185
C32 -10.936 20.326 3.100
C33 -6.163 14.372 -4.763
H1 -14.992 11.011 -2.336
H2 -10.562 14.822 2.735
H3 -13.390 14.526 -0.388
H4 -10.791 19.389 3.637
H5 -12.770 18.949 -1.414
H6 -15.629 20.961 4.746
H7 -7.225 15.207 -2.112
H8 -13.186 14.114 -4.510
H9 -7.683 18.206 -2.634
H10 -11.488 20.097 -1.763
H11 -11.011 14.877 -0.569
H12 -10.101 21.434 4.814
H13 -11.489 15.245 5.218
H14 -12.227 22.132 5.725
H15 -14.149 13.635 3.370
H16 -16.974 16.257 3.293
H17 -8.203 19.082 -4.749
H18 -14.443 14.932 -6.461
H19 -14.015 12.420 -1.953
H20 -9.774 18.438 -4.305
H21 -15.813 16.499 0.497
H22 -14.281 23.381 4.644
H23 -16.977 12.516 0.361
H24 -15.483 11.534 0.121
H25 -18.184 17.494 0.803
H26 -4.497 17.293 -5.401
H27 -13.115 16.172 -0.141
H28 -11.562 14.554 -2.175
H29 -11.115 13.249 3.390
H30 -13.083 16.110 5.125
H31 -11.192 16.211 -1.812
H32 -14.460 19.750 5.340
H33 -13.621 16.471 -6.368
H34 -5.292 13.802 -4.421
H35 -11.312 18.842 0.959
H36 -4.601 15.748 -6.394
H37 -11.270 21.322 0.582
H38 -13.034 19.034 0.716
H39 -14.674 22.763 3.092
H40 -11.874 22.443 1.788
H41 -11.397 18.446 -2.438
H42 -9.068 18.098 -5.926
H43 -13.082 15.437 2.686
H44 -14.497 21.265 6.139
H45 -11.643 16.625 4.158
H46 -6.759 17.452 -6.809
H47 -6.320 14.118 -5.813
H48 -14.819 19.463 2.286
H49 -13.411 20.560 -3.192
H50 -5.172 17.179 -3.141
H51 -15.059 16.968 2.064
H52 -12.503 18.222 2.173
H53 -17.916 15.031 0.902
H54 -13.062 23.291 3.336
H55 -6.589 16.530 -1.265
H56 -17.300 18.428 2.074
H57 -12.042 20.348 5.553
H58 -8.756 14.805 -4.261
H59 -6.980 13.995 -4.155
H60 -12.041 14.751 -5.721
H61 -3.731 15.839 -4.870
H62 -15.505 13.320 0.340
H63 -18.784 17.606 2.431
H64 -10.101 15.988 -3.977
H65 -9.485 15.728 -5.572
H66 -17.066 12.133 -1.891
H67 -11.704 13.788 1.812
H68 -10.098 20.513 2.428
H69 -8.838 16.961 -2.339
H70 -14.931 12.292 -3.461
H71 -15.390 14.448 -1.939
H72 -12.478 15.626 -4.187
H73 -15.354 15.202 1.601
H74 -4.860 15.450 -2.754
H75 -13.031 21.703 0.752
H76 -10.942 22.452 3.734
H77 -12.154 20.107 -4.240

---

[4]
The following is a quantum chemistry calculation of a molecular structure, C22H23IrN8S5Si, from the Open Molecules 2025 dataset.

Calculated values
- E_tot: -3675.0879 hartree
- Max |F|: 1.07 eV/A
- Gap between HOMO and LUMO: 0.2066 Eh
- 2S+1: 1

Geometry (Å):
Ir1 0.144 -0.057 -0.269
S1 0.848 1.991 -1.015
S2 0.627 0.577 1.871
S3 -1.104 -4.409 1.072
S4 -0.656 -0.598 -2.608
S5 4.606 -1.525 0.716
Si1 -3.227 0.335 0.883
N1 1.728 -1.806 -2.986
N2 -2.464 -2.443 -0.184
N3 0.074 -2.110 -4.606
N4 2.217 -1.066 -0.070
N5 1.952 5.700 4.980
N6 3.756 0.510 -0.865
N7 2.192 7.516 1.339
N8 -0.210 -2.129 0.332
C1 0.468 -1.558 -3.407
C2 -4.572 -0.297 -0.310
C3 1.211 3.034 2.871
C4 0.574 -4.065 1.318
C5 -3.960 1.861 1.701
C6 1.930 6.401 1.431
C7 2.178 -2.209 0.703
C8 0.990 2.281 1.718
C9 -1.699 0.913 -0.040
C10 2.500 -2.576 -3.707
C11 -2.894 -0.919 2.258
C12 1.081 2.904 0.466
C13 1.756 5.119 4.008
C14 -1.302 -2.851 0.343
C15 0.861 -2.908 -5.355
C16 2.117 -3.184 -4.922
C17 3.361 -2.611 1.214
C18 1.384 4.261 0.397
C19 0.868 -2.837 0.845
C20 1.612 5.006 1.543
C21 3.428 -0.584 -0.151
C22 1.525 4.382 2.798
H1 -0.865 -1.893 -4.912
H2 2.962 1.103 -1.128
H3 -3.329 -2.900 0.031
H4 2.782 -3.823 -5.481
H5 0.431 -3.286 -6.271
H6 -2.489 -1.522 -0.592
H7 -4.197 -0.588 -1.295
H8 3.574 -3.444 1.860
H9 3.502 -2.729 -3.320
H10 -3.314 2.196 2.517
H11 -4.052 2.687 0.991
H12 -1.460 1.827 0.519
H13 -2.042 1.297 -1.013
H14 -3.261 -0.524 3.207
H15 1.138 2.558 3.841
H16 -5.284 0.512 -0.490
H17 -5.138 -1.136 0.103
H18 -1.822 -1.092 2.374
H19 -3.384 -1.882 2.095
H20 1.239 -4.791 1.752
H21 -4.950 1.660 2.118
H22 4.619 0.979 -0.650
H23 1.442 4.745 -0.570

---

[5]
The following is a quantum chemistry calculation of a molecular structure, CHBrINO2, from the Open Molecules 2025 dataset.

Calculated values
- E_tot: -3115.3666 hartree
- Max |F|: 1.95 eV/A
- Gap between HOMO and LUMO (alpha / beta): 0.3319 / 0.2668 Eh
- 2S+1: 1

Geometry (Å):
I1 -2.256 -0.397 0.508
Br1 0.313 0.950 2.294
O1 -0.093 -0.871 -1.215
O2 1.715 -0.349 -0.123
N1 0.506 -0.448 -0.214
C1 -0.291 0.071 0.784
H1 0.106 1.043 -2.035

---

[6]
The following is a quantum chemistry calculation of a molecular structure, C3H3N2O2, from the Open Molecules 2025 dataset.

Calculated values
- E_tot: -375.9883 hartree
- Max |F|: 3.10 eV/A
- Gap between HOMO and LUMO: 0.2471 Eh
- Net charge: -1
- 2S+1: 1

Geometry (Å):
O1 -2.936 -1.996 -0.124
O2 -4.202 1.360 -0.146
N1 -0.492 -0.487 0.189
N2 0.684 0.448 -0.203
C1 -2.850 -0.722 0.056
C2 -3.654 0.369 0.200
C3 -1.647 0.061 0.415
H1 -0.228 -1.505 0.073
H2 0.248 1.261 0.210
H3 0.584 0.608 -1.198